{"formula": "C31H30MnN8S2Si", "method": "ωB97M-V/def2-TZVPD", "total_charge": 2, "lumo_ha": [-0.2884, -0.3078], "gap_ha": [0.2103, 0.1964], "fmax_ev_per_a": 4.3, "spin_multiplicity": 4, "species": ["Mn", "N", "C", "S", "N", "N", "C", "C", "C", "C", "C", "C", "C", "C", "C", "C", "C", "C", "N", "H", "H", "H", "H", "H", "H", "H", "H", "H", "H", "H", "C", "Si", "C", "C", "C", "C", "C", "C", "N", "C", "S", "H", "H", "H", "H", "H", "H", "H", "H", "H", "H", "H", "H", "N", "C", "C", "C", "C", "C", "C", "C", "N", "C", "C", "N", "C", "H", "H", "H", "H", "H", "H", "H"], "positions_angstrom": [[-0.078, 0.743, -0.079], [-0.482, -3.144, 2.646], [-0.083, -1.813, 2.680], [-0.337, -0.684, 3.967], [0.574, -1.447, 1.588], [0.795, -0.171, 1.467], [1.575, 0.649, 2.202], [2.747, 0.110, 2.872], [3.637, -0.754, 2.159], [4.616, -1.412, 2.894], [4.796, -1.155, 4.298], [4.058, -0.067, 4.868], [3.064, 0.590, 4.137], [1.389, 2.069, 2.062], [2.286, 3.047, 2.477], [2.156, 4.358, 2.060], [1.000, 4.753, 1.400], [0.104, 3.730, 1.089], [0.312, 2.430, 1.280], [-0.775, -3.605, 3.483], [0.127, -3.709, 2.056], [3.477, -1.027, 1.126], [5.082, -2.285, 2.455], [5.405, -1.817, 4.892], [4.164, 0.216, 5.893], [2.450, 1.382, 4.545], [3.088, 2.812, 3.231], [2.826, 5.124, 2.442], [0.908, 5.766, 0.980], [-0.873, 3.958, 0.603], [2.537, -1.644, -4.487], [2.088, 0.073, -5.198], [3.700, 1.113, -5.165], [1.549, 0.242, -7.033], [0.740, 1.027, -4.212], [0.042, 2.108, -4.814], [-0.644, 2.989, -3.971], [-0.819, 2.743, -2.621], [-0.271, 1.668, -2.007], [0.475, 0.806, -2.820], [0.968, -0.526, -1.822], [3.438, -1.676, -3.880], [2.612, -2.318, -5.281], [1.610, -1.968, -3.924], [3.983, 1.458, -4.169], [3.553, 2.044, -5.751], [4.572, 0.539, -5.531], [2.063, -0.468, -7.698], [1.764, 1.181, -7.481], [0.463, 0.117, -7.217], [0.076, 2.359, -5.885], [-1.067, 3.889, -4.358], [-1.405, 3.401, -2.005], [-7.297, -6.055, 3.024], [-6.644, -5.159, 2.703], [-5.926, -4.000, 2.336], [-4.553, -4.172, 2.030], [-3.752, -3.098, 1.546], [-4.419, -1.832, 1.433], [-5.774, -1.667, 1.818], [-6.528, -2.782, 2.154], [-3.643, -0.685, 1.073], [-4.011, 0.700, 0.961], [-2.966, 1.308, 0.337], [-1.986, 0.404, 0.159], [-2.318, -0.771, 0.673], [-4.120, -5.186, 2.190], [-2.705, -3.154, 1.435], [-6.214, -0.675, 1.790], [-7.582, -2.661, 2.253], [-5.013, 1.047, 1.138], [-2.933, 2.247, -0.098], [-1.651, -1.614, 0.601]], "forces_ev_per_a": [[0.8, 0.3, -2.1], [0.7, 1.0, -0.3], [0.2, -0.7, 0.7], [-0.3, -1.0, -0.4], [-0.1, -1.3, 0.2], [0.8, 4.2, -0.2], [-0.4, -3.0, -1.0], [1.2, 0.2, -0.8], [-0.9, -0.1, 1.6], [-0.3, -0.1, 1.7], [-1.7, 1.4, -1.5], [0.5, -1.0, -0.8], [0.4, -1.2, 0.0], [-0.8, 1.7, -1.6], [1.1, -0.9, 1.6], [-0.9, 0.9, 0.8], [0.6, -0.5, -0.7], [-1.5, 0.4, -1.3], [0.8, -0.4, 0.6], [-0.1, 0.1, 0.5], [-0.3, 0.1, 0.1], [-0.2, 0.1, -0.1], [0.4, 0.3, -0.1], [0.3, 0.2, 0.1], [0.4, 0.0, 0.5], [0.0, -0.2, 0.5], [-0.8, 0.1, -1.4], [0.2, -0.3, -0.4], [-0.4, -0.5, 0.6], [1.0, 0.0, 0.2], [-2.3, 1.3, 1.0], [1.4, 0.5, -1.0], [-0.4, 0.4, 0.2], [-0.9, -1.5, 0.3], [-0.6, -0.2, 0.8], [0.6, 0.1, 1.3], [-0.2, -0.3, 0.0], [0.8, -0.8, 0.3], [0.4, -0.6, -1.5], [-0.9, 1.8, -0.2], [-0.3, 0.2, 1.8], [-0.2, 0.2, 0.1], [0.4, -1.2, -1.4], [1.3, 0.0, -0.3], [-0.1, -0.1, 0.2], [0.2, -0.6, 0.1], [-0.5, 0.2, -0.1], [-0.1, -0.1, 0.4], [0.5, 1.2, 0.1], [0.4, -0.3, 0.2], [0.3, -0.4, 0.6], [-0.4, 0.4, -0.3], [-0.1, 0.3, 0.1], [0.6, 0.5, -0.2], [-1.4, -1.0, 0.6], [1.9, -0.3, -1.1], [1.0, 0.4, -0.2], [-3.5, 0.6, 1.1], [-0.4, -1.0, 1.4], [1.5, -0.2, -1.0], [0.2, 1.0, 0.0], [1.9, 1.0, -0.1], [0.2, -2.0, -0.8], [-1.4, -1.2, 0.9], [2.3, -0.6, 0.5], [-2.5, 1.0, -0.6], [-0.3, 1.0, -0.2], [0.8, -0.5, -0.3], [-0.1, -0.3, -0.1], [-0.6, 0.0, 0.4], [0.1, 0.0, 0.2], [0.1, 1.7, -0.4], [-0.4, -0.2, 0.2]]}

=====

{"formula": "C31H30N3O", "method": "ωB97M-V/def2-TZVPD", "total_charge": 1, "lumo_ha": -0.1000, "gap_ha": 0.2666, "fmax_ev_per_a": 2.2, "e_above_lowest_kcal_mol": 0.00, "species": ["C", "O", "C", "C", "C", "C", "C", "C", "C", "C", "N", "C", "C", "C", "C", "C", "C", "C", "N", "C", "C", "C", "C", "C", "C", "C", "C", "N", "C", "C", "C", "C", "C", "C", "C", "H", "H", "H", "H", "H", "H", "H", "H", "H", "H", "H", "H", "H", "H", "H", "H", "H", "H", "H", "H", "H", "H", "H", "H", "H", "H", "H", "H", "H", "H"], "positions_angstrom": [[-2.058, -4.318, 1.512], [-1.881, -3.211, 0.616], [-1.310, -1.932, 0.948], [-1.463, -1.648, 2.451], [-0.432, -1.094, 3.202], [-0.616, -0.830, 4.566], [-1.782, -1.240, 5.201], [-2.794, -1.862, 4.458], [-2.670, -1.979, 3.070], [-2.268, -1.020, 0.188], [-2.957, 0.074, 0.586], [-2.788, 0.875, 1.786], [-3.834, 0.461, -0.453], [-4.681, 1.553, -0.576], [-5.325, 1.723, -1.818], [-5.099, 0.832, -2.884], [-4.228, -0.259, -2.736], [-3.630, -0.413, -1.494], [-2.670, -1.342, -1.059], [-2.228, -2.439, -1.907], [0.075, -1.819, 0.354], [0.985, -2.893, 0.896], [0.763, -4.224, 0.552], [1.449, -5.251, 1.193], [2.492, -4.938, 2.071], [2.838, -3.611, 2.297], [2.122, -2.568, 1.667], [2.557, -1.247, 1.763], [3.754, -0.942, 2.552], [2.006, -0.254, 0.952], [2.669, 0.977, 0.778], [2.068, 2.013, 0.073], [0.847, 1.793, -0.576], [0.221, 0.549, -0.472], [0.738, -0.460, 0.344], [-1.807, -5.210, 0.934], [-1.423, -4.283, 2.414], [-3.116, -4.376, 1.784], [0.498, -0.828, 2.719], [0.176, -0.305, 5.101], [-1.919, -1.056, 6.269], [-3.695, -2.231, 4.948], [-3.505, -2.350, 2.465], [-3.288, 1.830, 1.619], [-3.261, 0.397, 2.649], [-1.731, 1.061, 2.007], [-4.829, 2.233, 0.263], [-6.012, 2.559, -1.967], [-5.608, 0.994, -3.835], [-4.003, -0.953, -3.542], [-2.397, -2.121, -2.941], [-1.163, -2.648, -1.767], [-2.810, -3.348, -1.705], [-0.058, -2.065, -0.718], [0.032, -4.462, -0.225], [1.154, -6.284, 1.018], [3.054, -5.737, 2.556], [3.671, -3.386, 2.965], [3.728, 0.108, 2.867], [3.763, -1.566, 3.452], [4.673, -1.127, 1.972], [3.667, 1.115, 1.196], [2.562, 2.981, -0.001], [0.372, 2.580, -1.164], [-0.663, 0.336, -1.075]], "forces_ev_per_a": [[0.1, 0.1, 0.2], [0.2, 0.1, -0.2], [-1.7, 0.1, 1.5], [0.4, -0.1, -0.2], [-0.3, 0.0, 0.3], [0.1, 0.0, -0.4], [-0.1, 0.0, 0.0], [-0.1, 0.3, -0.3], [0.0, -0.2, 0.4], [-1.1, 0.2, -0.8], [0.1, -0.4, -0.6], [0.0, 0.4, 0.6], [0.5, 0.3, 0.6], [-0.5, 0.3, -0.5], [0.3, -0.2, 0.6], [0.4, -0.5, 0.2], [-0.5, 0.5, -0.2], [0.6, -0.6, -0.3], [0.0, 0.5, 0.2], [-0.1, -0.4, -0.5], [1.3, -0.4, -1.1], [0.8, 0.0, -0.2], [0.1, -0.2, 0.3], [0.2, 0.0, 0.0], [-0.4, 0.1, -0.1], [0.0, 0.1, -0.2], [-0.1, -0.6, 0.1], [0.2, 0.3, 0.4], [-0.2, -0.1, -0.1], [-0.5, 0.2, 0.0], [-0.2, -0.1, 0.0], [-0.4, -0.3, -0.2], [-0.1, 0.0, 0.1], [0.5, 0.2, 0.2], [0.7, 0.4, -0.3], [0.0, 0.1, 0.1], [-0.3, 0.1, -0.5], [0.2, 0.0, 0.1], [-0.1, 0.0, 0.3], [-0.2, -0.2, 0.0], [0.1, -0.2, -0.3], [0.2, 0.3, -0.1], [0.3, 0.0, 0.4], [0.2, -0.1, 0.0], [0.1, 0.1, -0.2], [-0.3, -0.1, -0.2], [-0.1, -0.1, -0.4], [0.3, -0.3, 0.1], [0.2, -0.1, 0.3], [-0.3, 0.3, 0.1], [0.2, -0.1, 0.2], [-0.6, 0.0, -0.2], [0.2, 0.4, 0.0], [0.1, 0.2, 0.7], [0.1, 0.1, 0.5], [0.3, 0.2, -0.1], [-0.2, 0.3, -0.1], [-0.3, -0.2, -0.4], [0.0, -0.4, 0.0], [0.0, 0.3, -0.2], [-0.2, 0.1, 0.2], [-0.4, 0.1, -0.2], [-0.1, -0.3, 0.0], [0.3, -0.2, 0.1], [0.1, 0.2, 0.2]]}

=====

{"formula": "C31H30N6O6S2Tl", "method": "ωB97M-V/def2-TZVPD", "total_charge": -1, "lumo_ha": 0.0505, "gap_ha": 0.2581, "fmax_ev_per_a": 1.5, "e_above_lowest_kcal_mol": 16.66, "species": ["Tl", "C", "C", "N", "N", "C", "N", "S", "C", "C", "C", "C", "C", "N", "H", "H", "H", "H", "H", "H", "H", "H", "H", "H", "O", "C", "O", "C", "C", "C", "N", "C", "C", "C", "O", "O", "H", "H", "H", "C", "N", "C", "C", "C", "C", "C", "C", "C", "C", "H", "H", "H", "H", "H", "H", "H", "H", "H", "H", "H", "H", "O", "C", "O", "C", "C", "C", "C", "S", "C", "C", "H", "H", "H", "H", "H"], "positions_angstrom": [[-0.113, -0.067, -0.379], [-4.589, -0.816, 1.489], [-3.630, -0.541, 0.375], [-2.954, -1.477, -0.175], [-3.109, -2.701, 0.404], [-3.006, -3.859, -0.301], [-2.896, -4.970, 0.475], [-3.197, -3.946, -1.941], [-3.478, 0.846, -0.147], [-4.345, 1.852, 0.270], [-4.256, 3.116, -0.291], [-3.309, 3.340, -1.272], [-2.451, 2.304, -1.598], [-2.504, 1.104, -1.041], [-4.998, -1.822, 1.401], [-4.064, -0.722, 2.445], [-5.415, -0.110, 1.495], [-3.089, -2.745, 1.414], [-2.394, -4.870, 1.346], [-2.674, -5.801, -0.046], [-5.069, 1.671, 1.050], [-4.879, 3.922, 0.069], [-3.205, 4.313, -1.730], [-1.652, 2.447, -2.322], [-3.324, 5.563, 2.020], [-2.154, 5.659, 2.448], [-1.565, 6.542, 3.076], [-1.328, 4.412, 2.030], [-0.503, 4.497, 0.910], [-0.005, 3.342, 0.348], [-0.234, 2.126, 0.849], [-0.948, 2.041, 1.971], [-1.514, 3.149, 2.581], [-1.190, 0.651, 2.551], [-1.855, 0.572, 3.582], [-0.686, -0.336, 1.915], [-0.286, 5.454, 0.454], [0.583, 3.390, -0.561], [-2.112, 2.993, 3.467], [3.137, 1.497, 0.042], [2.394, 0.757, -0.969], [3.131, -0.442, -1.362], [2.117, 1.581, -2.144], [1.132, 0.932, -3.094], [1.284, 1.100, -4.469], [0.387, 0.519, -5.353], [-0.671, -0.239, -4.872], [-0.836, -0.412, -3.502], [0.062, 0.182, -2.641], [4.132, 1.797, -0.319], [3.261, 0.872, 0.926], [2.588, 2.391, 0.335], [4.112, -0.183, -1.789], [2.561, -1.005, -2.100], [3.286, -1.083, -0.496], [3.048, 1.808, -2.686], [1.704, 2.534, -1.805], [2.122, 1.678, -4.844], [0.522, 0.655, -6.419], [-1.370, -0.701, -5.558], [-1.655, -1.008, -3.121], [6.726, -3.627, 3.517], [6.031, -4.433, 2.675], [6.467, -5.526, 2.429], [4.767, -3.903, 2.116], [3.940, -4.803, 1.434], [2.765, -4.391, 0.850], [2.364, -3.043, 0.902], [0.918, -2.609, 0.047], [3.174, -2.151, 1.616], [4.350, -2.575, 2.206], [6.249, -2.804, 3.664], [4.250, -5.838, 1.379], [2.136, -5.096, 0.323], [2.864, -1.119, 1.719], [4.946, -1.834, 2.730]], "forces_ev_per_a": [[0.5, -0.2, 0.3], [-0.1, 0.2, 0.2], [0.0, -0.1, 0.0], [0.2, 0.6, -0.4], [0.3, -0.7, 0.3], [-0.4, 0.5, -0.4], [0.3, 0.0, 0.4], [0.2, 0.0, -0.2], [0.0, 0.4, -0.2], [0.0, -0.1, 0.1], [0.2, 0.1, 0.1], [-0.1, 0.1, 0.1], [0.2, -0.1, 0.0], [-0.5, -0.5, 0.5], [0.0, 0.1, 0.0], [0.0, 0.0, 0.1], [0.0, -0.1, 0.0], [0.1, 0.0, 0.0], [0.0, 0.0, 0.0], [-0.1, 0.0, 0.0], [0.0, 0.1, -0.1], [0.0, 0.0, 0.0], [0.0, 0.0, 0.0], [0.0, 0.0, 0.0], [0.0, 0.1, 0.0], [0.2, -0.6, -0.1], [0.0, 0.1, 0.0], [-0.4, 0.3, -0.2], [0.1, -0.1, -0.1], [0.0, 0.1, 0.0], [0.2, -0.3, -0.4], [-0.2, 0.0, 0.2], [0.1, 0.0, 0.0], [-0.4, 0.3, 0.3], [0.2, -0.1, -0.3], [0.1, -0.2, -1.3], [0.0, 0.0, 0.0], [-0.1, 0.0, 0.0], [-0.1, 0.0, 0.0], [0.0, 0.1, 0.1], [0.0, 0.0, -0.1], [0.1, -0.1, 0.0], [0.0, 0.0, 0.0], [0.2, 0.0, -0.1], [0.0, 0.0, 0.0], [0.0, 0.1, 0.0], [-0.1, 0.0, 0.0], [-0.1, 0.0, -0.2], [0.0, -0.1, 1.5], [0.0, 0.0, 0.0], [0.0, 0.0, 0.0], [0.0, 0.0, 0.0], [0.0, 0.1, 0.0], [0.0, 0.0, 0.0], [0.0, 0.1, -0.1], [0.0, 0.0, 0.0], [0.1, 0.0, 0.0], [0.0, 0.0, 0.0], [0.0, 0.0, 0.0], [0.0, 0.0, 0.0], [-0.1, 0.0, 0.0], [0.1, 0.0, 0.0], [0.1, 0.0, 0.0], [0.0, 0.0, 0.0], [-0.3, 0.0, -0.1], [0.1, 0.0, 0.1], [0.0, 0.1, 0.0], [0.0, 0.1, 0.1], [-0.7, 0.1, -0.4], [-0.1, 0.0, 0.1], [0.2, -0.1, 0.1], [-0.1, 0.0, 0.0], [0.0, 0.0, 0.0], [0.0, 0.0, 0.0], [0.0, 0.0, 0.0], [0.0, 0.0, 0.0]]}